(1)
The following is a quantum chemistry calculation of a 9-piece molecular cluster, C28H54N4O9S3 overall, from the OMol25 dataset.

```
98
Properties=species:S:1:pos:R:3:mulliken_charge:R:1
C 4.6229 -0.2242 0.3356 0.0786
C 6.1243 -0.5757 0.3944 -0.3943
O 6.4262 -1.0281 -0.9246 -0.3767
C 5.4363 -0.6177 -1.7709 0.5649
O 5.4440 -0.7433 -2.9479 -0.5597
O 4.4603 -0.0693 -1.0709 -0.1961
H 4.3173 0.6730 0.8579 0.2383
H 4.0757 -1.1318 0.5880 0.0483
H 6.2340 -1.3684 1.1363 0.3009
H 6.7944 0.2075 0.7460 0.2575
C -1.2790 2.7593 2.8064 0.0240
C -0.3423 1.5557 2.5114 0.7977
O 0.6214 1.5898 3.5187 -0.1393
C 0.4411 2.5827 4.3651 0.5234
O 1.1355 2.8793 5.2825 -0.5444
O -0.6916 3.2775 4.0111 -0.4343
H -2.3258 2.4777 2.9014 0.3224
H -1.2039 3.5774 2.0929 -0.0202
H 0.1267 1.5297 1.5201 -0.3351
H -0.8263 0.5741 2.4413 -0.2960
C -2.7755 5.8835 -1.2123 -1.2501
C -3.0480 5.1174 0.1019 0.0041
C -3.7737 3.7851 -0.2134 -0.5074
C -2.8173 2.7468 -0.5360 0.0344
N -2.0828 1.9186 -0.8475 -0.2357
H -3.6404 5.8411 -1.8761 0.3676
H -1.9657 5.3435 -1.7075 0.2580
H -2.5346 6.9372 -1.0980 0.3437
H -3.6138 5.7646 0.7683 0.4121
H -2.0958 4.8524 0.5537 -0.0934
H -4.5492 3.8002 -0.9829 0.5110
H -4.3562 3.4574 0.6554 0.3153
C -0.7561 -2.5177 3.4013 -0.7789
C -0.2848 -3.7359 2.5700 -0.0561
C -1.0400 -5.0031 3.0672 -0.7125
C -0.9010 -5.2937 4.5029 0.2530
N -0.7161 -5.4238 5.6312 -0.4728
H -1.8248 -2.4266 3.2021 0.5236
H -0.1083 -1.6827 3.1293 -0.3999
H -0.6730 -2.6439 4.4815 0.5142
H 0.7985 -3.8359 2.5118 0.3159
H -0.6183 -3.5747 1.5430 0.0794
H -0.5412 -5.7856 2.4915 0.3794
H -2.1044 -4.9805 2.8442 0.3501
C -1.6291 -4.3339 -4.7239 -1.5062
C -0.7985 -3.1119 -4.3020 0.6468
C -0.0115 -2.5760 -5.5240 -0.2823
C 0.6338 -3.5766 -6.3765 0.1686
N 1.0519 -4.3741 -7.0812 -0.4044
H -2.0815 -4.7970 -3.8418 0.3960
H -0.9530 -5.1306 -5.0405 0.4420
H -2.3721 -4.1179 -5.4855 0.3398
H -0.1856 -3.2811 -3.4144 0.1693
H -1.4890 -2.3526 -3.9221 -0.3885
H 0.7239 -1.9002 -5.0779 0.1862
H -0.6933 -1.9094 -6.0498 0.3708
C 1.1732 4.6687 -1.4042 -1.3171
C 1.6507 3.2146 -1.5737 0.5028
C 3.0593 3.1611 -2.1773 -0.5755
C 4.0930 3.1869 -1.1469 0.2229
N 4.9037 3.1344 -0.3343 -0.5476
H 1.1949 5.1321 -2.3956 0.4313
H 1.8378 5.3020 -0.8155 0.3971
H 0.1385 4.7044 -1.0676 0.0553
H 0.9906 2.8297 -2.3554 0.1620
H 1.5441 2.6184 -0.6714 -0.0989
H 3.2603 3.9693 -2.8845 0.4208
H 3.2962 2.2627 -2.7574 0.2958
C 0.6730 -0.5252 -2.1469 -0.6281
S 0.6759 -1.4030 -0.5280 0.1914
O 1.4015 -0.4907 0.4396 -0.1847
C -1.0736 -1.0357 -0.1849 -0.2021
H -0.1585 -0.7240 -2.8163 0.2971
H 1.6616 -0.6439 -2.5925 0.5208
H 0.6420 0.5433 -1.9126 -0.1889
H -1.5863 -0.6023 -1.0405 0.1514
H -1.1150 -0.2504 0.5674 -0.3738
H -1.5942 -1.9394 0.1276 0.4670
C -4.0965 -1.3306 -2.0702 -0.5922
S -5.1950 0.1512 -2.0772 0.5558
O -6.4634 -0.2390 -2.7673 -0.6662
C -5.5298 0.3190 -0.2875 -0.9617
H -3.6507 -1.5974 -1.1143 0.0806
H -3.3714 -1.2171 -2.8688 0.0041
H -4.7656 -2.1717 -2.2688 0.5055
H -4.7005 0.2682 0.4201 0.2603
H -6.2728 -0.4297 -0.0089 0.4175
H -5.9553 1.3109 -0.1265 0.3087
C 2.6250 -2.7093 5.1540 -0.6041
S 3.7277 -2.0388 3.8567 0.3942
O 3.2902 -2.9751 2.7454 -0.5704
C 2.8136 -0.4769 3.5873 -0.5513
H 1.7487 -3.1447 4.6700 -0.1043
H 2.2986 -1.9669 5.8800 0.3286
H 3.0665 -3.6149 5.5728 0.4062
H 3.3974 0.1895 2.9418 0.2405
H 2.6996 0.1099 4.4999 0.5094
H 1.9004 -0.5574 2.9953 -0.1131
```

Calculated values
Gap between HOMO and LUMO   8.94 eV
Molecular weight   687.0 g mol⁻¹
Total energy   -3189.8640 Eh
Max |F|   2.65 eV/A

(2)
The following is a quantum chemistry calculation of a 7-piece molecular cluster, C28H54O34S7 overall, from the OMol25 dataset.

```
123
Properties=species:S:1:pos:R:3:mulliken_charge:R:1
C 5.0355 1.8067 4.7869 -1.1656
C 4.8918 2.6716 3.5233 -0.2849
C 3.5243 3.3961 3.4000 -1.2527
C 2.5037 2.7475 2.4521 0.3311
C 2.0253 1.3208 2.8396 0.9169
O 2.9993 0.4399 2.3814 -0.4437
C 2.8766 0.1235 0.9854 -0.7418
C 4.2351 -0.1274 0.3404 0.2824
C 3.9155 -0.3082 -1.1915 -1.3529
O 5.0852 1.0128 0.4255 -0.6737
O 2.0274 1.2981 4.2945 -0.4613
S 0.7250 2.0838 4.8096 1.4099
O 0.7847 3.5051 4.8218 -0.5618
O 0.2821 1.5154 6.0353 -0.7453
O -0.1988 1.7193 3.5407 -0.1879
C 0.5538 0.9293 2.5628 1.2338
C -0.0795 1.3255 1.2313 -3.0114
O 0.0126 0.3141 0.2568 0.5157
C -1.0838 0.3274 -0.6281 -0.6746
C -1.2295 -1.0163 -1.3914 -0.8121
O -0.4250 -2.0236 -0.8220 0.1262
C -1.0420 -3.2900 -0.9165 -0.8201
C -0.1468 -4.3985 -0.3697 -0.5379
C 0.3430 -0.5175 3.0825 0.4419
C -0.9783 -1.1534 2.6813 -0.2690
O -1.0002 -2.1328 2.0034 -0.3493
O -2.1523 -0.5858 3.0948 -0.5759
H 4.4758 0.8792 4.6299 0.1039
H 4.6232 2.2723 5.6857 0.3297
H 6.0745 1.5072 4.9449 0.4230
H 5.6494 3.4588 3.6026 0.4262
H 5.0787 2.0342 2.6591 0.0483
H 3.1409 3.5830 4.4018 0.3660
H 3.7394 4.3814 2.9716 0.6427
H 2.9164 2.8001 1.4418 0.6565
H 1.6205 3.3861 2.4403 -0.1592
H 2.4105 0.9248 0.4032 0.4329
H 2.2951 -0.8018 0.9029 -0.0299
H 4.7124 -1.0307 0.7135 0.5208
H 4.3362 -1.2322 -1.5848 0.4182
H 4.4157 0.5083 -1.7245 0.4199
H 2.8456 -0.1973 -1.3952 0.3132
H 4.5838 1.7679 0.0971 0.3867
H -1.1340 1.5460 1.4421 0.7557
H 0.3856 2.2431 0.8472 0.4345
H -0.8955 1.0861 -1.4004 0.2589
H -2.0504 0.5216 -0.1498 0.3761
H -0.9620 -0.8678 -2.4455 0.2807
H -2.2778 -1.3338 -1.3264 0.3679
H -1.2559 -3.5146 -1.9758 0.5761
H -2.0111 -3.3252 -0.3981 0.3144
H -0.2432 -5.2960 -0.9872 0.3144
H -0.5162 -4.6642 0.6266 0.2186
H 0.9056 -4.1191 -0.3227 -0.0032
H 1.1485 -1.1657 2.7374 -0.4598
H 0.3850 -0.5587 4.1738 0.8088
H -2.2673 0.2980 2.7219 0.4138
C -5.2631 1.4456 -1.9485 -0.2855
C -5.5038 2.3648 -3.1264 -0.3488
O -4.4465 3.3407 -3.0334 -0.3560
S -3.1375 2.6598 -2.4240 1.1271
O -2.2727 2.2907 -3.4870 -0.5969
O -2.6926 3.4442 -1.3263 -0.5055
O -3.8321 1.3314 -1.8642 -0.2182
H -5.6262 1.8870 -1.0174 0.2528
H -5.7130 0.4701 -2.0838 0.3729
H -6.4694 2.8496 -3.0939 0.2703
H -5.3960 1.8363 -4.0748 0.2968
C -0.9886 7.1284 1.1735 -0.2333
C -2.2890 6.9444 1.9259 -0.3942
O -2.0436 5.8406 2.8027 -0.3615
S -0.5005 5.8465 3.2569 0.9129
O -0.3988 6.4708 4.5240 -0.6537
O 0.0415 4.5654 3.0023 -0.2212
O 0.0335 6.8796 2.1448 -0.3702
H -0.8862 6.3947 0.3707 0.2121
H -0.8834 8.1299 0.7641 0.3172
H -3.1259 6.7273 1.2676 0.3366
H -2.5231 7.8199 2.5363 0.3059
C 4.0412 2.4746 -6.4829 -0.3304
C 2.6854 2.3476 -5.8218 -0.3343
O 2.8470 1.2811 -4.8803 -0.2928
S 4.3467 1.2828 -4.3169 1.1629
O 4.3539 1.9740 -3.0745 -0.5792
O 4.8878 -0.0153 -4.4702 -0.5738
O 4.9825 2.2518 -5.4262 -0.3007
H 4.1893 1.7036 -7.2418 0.2952
H 4.1974 3.4539 -6.9274 0.3038
H 1.8936 2.1142 -6.5280 0.3027
H 2.4243 3.2532 -5.2699 0.2816
C 0.4947 -9.6370 -2.4147 -0.3238
C 1.7856 -8.8463 -2.4051 -0.1837
O 1.6035 -7.8558 -3.4232 -0.3067
S 0.0605 -7.4341 -3.4940 0.9598
O -0.1245 -6.2449 -2.7412 -0.4157
O -0.3749 -7.5497 -4.8369 -0.5743
O -0.5275 -8.6590 -2.6409 -0.3157
H 0.4715 -10.3538 -3.2380 0.2740
H 0.3183 -10.1575 -1.4771 0.3191
H 2.6552 -9.4598 -2.6228 0.3203
H 1.9330 -8.3329 -1.4522 0.1452
C -10.1665 -0.0348 -0.7997 -0.3260
C -10.0034 1.3573 -0.2291 -0.3302
O -9.0064 1.9672 -1.0640 -0.2865
S -9.1398 1.3994 -2.5549 1.0798
O -9.8862 2.3141 -3.3358 -0.5531
O -7.8570 0.9411 -2.9650 -0.4833
O -10.0646 0.1418 -2.2205 -0.3164
H -9.3590 -0.6954 -0.4782 0.2744
H -11.1226 -0.4819 -0.5425 0.3182
H -9.6799 1.3502 0.8078 0.3261
H -10.9236 1.9376 -0.3184 0.2889
C 3.3705 -4.1170 2.9093 0.4097
C 2.4057 -5.1203 2.3142 -0.3641
O 2.5476 -4.9530 0.8994 -0.2326
S 4.0562 -4.5447 0.5528 0.9738
O 4.7698 -5.7063 0.1612 -0.6253
O 4.0220 -3.3732 -0.2431 -0.3322
O 4.5101 -4.1489 2.0390 -0.3566
H 2.9562 -3.1062 2.8936 -0.3991
H 3.6632 -4.3712 3.9245 0.3700
H 1.3765 -4.9437 2.6162 0.3497
H 2.6892 -6.1447 2.5671 0.2294
```

Calculated values
Gap between HOMO and LUMO   9.01 eV
Molecular weight   1159.2 g mol⁻¹
Structure (SMILES)   CCCC[C@@]1(OC[C@@H](C)O)OS(=O)(=O)O[C@]1(COCCOCC)CC(=O)O.O=S1(=O)OCCO1.O=S1(=O)OCCO1.O=S1(=O)OCCO1.O=S1(=O)OCCO1.O=S1(=O)OCCO1.O=S1(=O)OCCO1
Total energy   -6444.5200 Eh
Max |F|   2.31 eV/A

(3)
The following is a quantum chemistry calculation of a 7-piece molecular cluster, C28H54O8 overall, from the OMol25 dataset.

```
90
Properties=species:S:1:pos:R:3:mulliken_charge:R:1
C 6.3594 1.1687 -4.6683 -0.3978
C 5.2834 0.1310 -4.4437 -0.6634
C 4.1699 0.9002 -3.7754 -0.0319
O 4.6310 2.2349 -3.7261 -0.4166
C 5.5753 2.4635 -4.7473 -0.4599
H 6.9057 1.0503 -5.6040 0.3412
H 7.0550 1.1792 -3.8292 0.1856
H 5.5811 -0.7987 -3.9588 0.3410
H 4.8697 -0.2538 -5.3759 0.2820
H 3.9435 0.3701 -2.8503 -0.0469
H 3.3199 0.9375 -4.4567 0.3210
H 6.1784 3.3276 -4.4687 0.2559
H 5.0308 2.7153 -5.6574 0.2924
C 0.5440 -0.0228 -1.5578 -0.8750
C -0.7084 0.3779 -0.7154 0.1250
C -0.2856 0.1404 0.7514 -0.2941
O 0.7874 -0.7522 0.6904 -0.4181
C 1.5046 -0.5495 -0.5401 0.5086
H 0.9067 0.8716 -2.0644 0.3399
H 0.3033 -0.7671 -2.3169 0.3188
H -1.6004 -0.2319 -0.8585 -0.2207
H -0.8952 1.4459 -0.8272 0.3843
H -1.1106 -0.1462 1.4035 -0.1018
H -0.0298 1.0759 1.2489 0.2742
H 1.8494 -1.4626 -1.0255 0.1787
H 2.3179 0.1760 -0.5272 -0.2747
C 6.6991 2.6259 1.1339 -0.5228
C 5.4595 2.1709 1.8443 -0.6417
C 4.7204 1.1284 1.0808 -0.2055
O 5.3813 1.1977 -0.1574 -0.3837
C 6.2608 2.3385 -0.2592 -0.4046
H 7.5038 1.9150 1.3212 0.2668
H 7.0013 3.6718 1.1873 0.3311
H 4.9447 3.1101 2.0467 0.2517
H 5.7959 1.7898 2.8085 0.3399
H 3.6785 1.4413 1.0129 0.1235
H 4.8201 0.1655 1.5819 0.3044
H 5.6213 3.0302 -0.8076 0.3065
H 7.1826 2.1220 -0.7991 0.2285
C 1.5195 -4.7647 -0.8607 -0.4484
C 0.0194 -5.0103 -0.7415 -0.7648
C -0.4401 -3.9011 0.1188 0.8475
O 0.5088 -3.9566 1.1602 -0.4116
C 1.7545 -4.1186 0.4794 -0.4254
H 1.7090 -4.0273 -1.6408 0.1770
H 2.0398 -5.6737 -1.1626 0.3869
H -0.1055 -6.0120 -0.3303 0.3144
H -0.4322 -5.0379 -1.7331 0.3548
H -1.4933 -3.9928 0.3843 -0.1082
H -0.3907 -2.9423 -0.3973 -0.4010
H 2.3972 -4.7452 1.0976 0.3444
H 2.3238 -3.1892 0.4683 0.1076
C -5.5945 0.8416 -2.3309 -0.7762
C -4.8746 0.7555 -1.0424 0.1447
C -4.8540 2.2169 -0.6370 0.1604
O -6.0534 2.7511 -1.0965 -0.4345
C -6.6304 1.8288 -1.9928 -0.5055
H -6.0123 -0.0944 -2.7017 0.3743
H -4.8573 1.0489 -3.1066 0.3105
H -3.9064 0.2630 -1.1324 -0.1250
H -5.4917 0.1229 -0.4043 0.1526
H -4.0161 2.7119 -1.1279 0.2433
H -4.7743 2.2904 0.4475 -0.1442
H -7.1235 2.2458 -2.8708 0.3566
H -7.4422 1.2728 -1.5238 0.2579
C -3.4947 -4.3463 2.6771 -0.6727
C -2.9631 -2.9524 2.9134 -0.3542
C -3.7605 -2.1526 1.9290 -0.0350
O -4.9403 -2.8898 1.7235 -0.5014
C -4.6881 -4.2918 1.7653 -0.4444
H -3.7106 -4.7378 3.6712 0.3388
H -2.6316 -4.9396 2.3752 0.2421
H -1.8909 -2.8702 2.7354 0.1654
H -3.1660 -2.6494 3.9406 0.3791
H -3.1655 -2.1751 1.0160 -0.0630
H -3.8387 -1.1207 2.2711 0.3920
H -4.3747 -4.6740 0.7938 0.2741
H -5.4811 -4.8354 2.2789 0.3198
O -2.8898 1.3752 2.2484 -0.3240
C -3.0114 2.4049 2.8321 0.4451
O -2.3527 3.4788 2.4050 -0.3569
C -2.4778 4.4947 3.3112 -0.5441
C -3.1050 3.8485 4.6173 -0.5514
C -3.8199 2.6563 4.0806 -0.4196
H -3.2433 5.1627 2.9163 0.3076
H -1.5416 5.0445 3.4077 0.3160
H -3.8595 4.5958 4.8630 0.2578
H -2.3879 3.6802 5.4208 0.3385
H -4.7883 2.9469 3.6733 0.2513
H -3.7523 1.7744 4.7175 0.3088
```

Calculated values
Gap between HOMO and LUMO   9.95 eV
ΔE to the lowest compared entry with this formula, charge and spin   281.20 kJ/mol
Molecular weight   518.7 g mol⁻¹
Structure (SMILES)   O=C1CCCO1.C1CCOC1.C1CCOC1.C1CCOC1.C1CCOC1.C1CCOC1.C1CCOC1
Total energy   -1700.9791 Eh
Max |F|   4.18 eV/A

(4)
The following is a quantum chemistry calculation of a 7-piece molecular cluster, C28H55Cl8N5 overall, from the OMol25 dataset.

```
96
Properties=species:S:1:pos:R:3:mulliken_charge:R:1
C 3.6096 -1.1756 8.1061 -0.9136
C 4.2193 -2.0395 6.9497 -0.7544
N 3.3797 -2.1934 5.7768 0.0320
C 2.0881 -2.7517 6.1354 -0.2647
C 2.2363 -4.1943 6.6545 -1.4320
C 3.2416 -0.8517 5.0627 -0.4778
C 2.8922 -1.1500 3.5936 -0.4991
H 2.7101 -1.7289 8.3762 0.2400
H 3.2860 -0.1910 7.7684 0.2358
H 4.2802 -1.1001 8.9620 0.4022
H 5.2016 -1.6649 6.6617 0.4064
H 4.3863 -3.0366 7.3572 0.4035
H 1.5522 -2.0464 6.7705 0.4161
H 1.4626 -2.8009 5.2441 0.2232
H 2.5206 -4.2014 7.7067 0.3160
H 1.2950 -4.7411 6.7104 0.4623
H 2.8375 -4.8624 6.0378 0.3151
H 4.1690 -0.3007 5.2192 0.3603
H 2.4606 -0.2665 5.5482 0.2770
H 3.6650 -1.7660 3.1339 0.3221
H 2.9367 -0.1959 3.0684 -0.0654
H 1.8807 -1.5253 3.4384 0.0941
C -0.9553 -0.4391 -3.4320 -0.6730
C 0.2645 -0.8068 -4.2558 -0.1541
N 0.6018 0.2189 -5.2878 -0.1178
C 1.8330 -0.1050 -6.0533 -0.1224
C 1.8180 -1.5912 -6.4796 -1.2544
C 0.6612 1.6426 -4.7929 0.6894
C 0.6892 2.5551 -6.0476 -1.2318
H -1.8309 -0.3292 -4.0718 0.2776
H -0.8055 0.3923 -2.7432 -0.2703
H -1.1479 -1.3201 -2.8198 0.5176
H 1.1580 -0.9922 -3.6596 -0.0758
H 0.0009 -1.7742 -4.6833 0.3566
H 2.1486 0.5998 -6.8226 0.3777
H 2.5731 -0.0428 -5.2556 0.0875
H 2.0823 -2.2166 -5.6269 0.2469
H 0.8904 -1.9853 -6.8947 0.3355
H 2.5064 -1.8121 -7.2953 0.3851
H 1.5898 1.8305 -4.2540 0.0194
H -0.2222 1.8688 -4.1959 -0.2577
H 1.6835 2.6556 -6.4827 0.4378
H 0.3761 3.5626 -5.7737 0.1062
H -0.0196 2.3072 -6.8377 0.3368
C -5.0028 -2.5477 -0.8318 -1.3710
C -5.2199 -1.4463 -1.8565 -0.7816
N -4.8659 -0.1104 -1.3005 0.8010
C -5.8398 0.3695 -0.3339 -0.4065
C -5.2370 1.4273 0.5983 -1.2948
C -4.5359 0.8231 -2.4185 0.1089
C -5.6808 1.0221 -3.4458 -1.4544
H -3.9561 -2.7563 -0.6103 0.2569
H -5.4409 -3.4567 -1.2439 0.4326
H -5.4576 -2.4327 0.1521 0.3248
H -4.6897 -1.6720 -2.7818 0.4720
H -6.2524 -1.4107 -2.2039 0.3920
H -6.5673 0.9676 -0.8826 0.1670
H -6.3522 -0.4280 0.2041 0.5157
H -5.9152 1.7502 1.3881 0.4400
H -4.3643 1.0155 1.1053 0.2248
H -5.0008 2.3964 0.1590 0.3161
H -3.6385 0.5309 -2.9638 -0.4582
H -4.3228 1.7760 -1.9340 0.3777
H -5.9401 0.0804 -3.9296 0.3323
H -5.2429 1.5920 -4.2653 0.4203
H -6.5395 1.5601 -3.0442 0.3135
C 3.8961 -0.8783 -1.6355 0.3055
Cl 4.4332 0.3592 -2.7782 -0.0824
Cl 2.3054 -0.4330 -0.9040 -0.0585
Cl 3.6133 -2.3881 -2.4678 -0.0927
Cl 5.0281 -1.0449 -0.3068 -0.1129
C -1.8577 4.7377 -3.5327 0.3087
Cl -1.1395 4.0849 -2.0704 -0.1060
Cl -2.5327 3.4502 -4.5033 -0.0657
Cl -3.1878 5.8251 -3.0174 -0.1117
Cl -0.7170 5.6312 -4.4580 -0.0898
N -2.2473 0.0280 0.1193 0.6011
C -2.1232 -0.7160 1.2658 -0.3854
C -0.8873 -0.5454 1.8406 -1.2231
C -0.2260 0.3503 1.0150 -0.2755
C -1.1225 0.7417 -0.0281 -0.3815
H -3.0990 0.1522 -0.4092 0.1012
H -2.9227 -1.3495 1.6206 0.4290
H -0.4626 -1.0397 2.7019 0.5543
H 0.7707 0.7564 1.1037 0.2552
H -1.0175 1.4111 -0.8692 0.3640
N 4.8067 1.8320 2.6066 0.1518
C 3.8962 1.9159 1.6194 -0.5609
C 2.7213 2.4304 2.1409 -0.1345
C 2.9580 2.7511 3.4673 -0.3252
C 4.2862 2.4351 3.7330 -0.4254
H 5.6975 1.3831 2.4488 0.2646
H 4.0380 1.4435 0.6586 0.2771
H 1.7356 2.5240 1.7095 0.6709
H 2.3118 3.1490 4.2358 0.4571
H 4.9010 2.5180 4.6170 0.4453
```

Calculated values
Gap between HOMO and LUMO (spin up / spin down)   6.94 / 2.36 eV
Molecular weight   745.4 g mol⁻¹
Total energy   -5054.7615 Eh
⟨S²⟩   0.7621
Max |F|   2.69 eV/A
Total charge   +1
Multiplicity   2

Which formula does entry 2 have? C28H54O34S7